No. 1
DFT (the ωB97M-V functional and the def2-TZVPD basis) results for a molecular structure, C5H10Cl6NO2Y in a non-equilibrium geometry.

ORCA input file:
```
! wB97M-V def2-TZVPD RIJCOSX def2/J DEFGRID3
* xyz 2 1
Y -2.599 -2.491 1.391
O -0.582 -2.044 1.146
H 0.088 -2.067 0.442
C -0.357 1.843 -3.112
O -0.741 2.677 -3.866
N -1.116 1.432 -2.007
C -0.705 0.333 -1.193
C -2.461 1.955 -1.837
H 0.577 1.290 -3.286
H -1.141 -0.654 -1.547
H -0.960 0.469 -0.142
H 0.378 0.163 -1.165
H -2.885 1.466 -0.957
H -2.431 3.013 -1.573
H -3.075 1.789 -2.719
C 2.262 -2.938 1.896
Cl 3.563 -2.237 2.810
Cl 2.106 -4.675 2.220
Cl 2.424 -2.625 0.178
H 1.336 -2.537 2.274
C 1.278 1.087 2.170
Cl 1.798 0.764 3.799
Cl 2.485 1.871 1.221
Cl -0.264 1.981 2.127
H 1.022 0.135 1.731
*
```



No. 2
DFT (the ωB97M-V functional and the def2-TZVPD basis) results for a single C24H19N3O3S molecule in a non-equilibrium geometry.

ORCA input file:
```
! wB97M-V def2-TZVPD RIJCOSX def2/J DEFGRID3
* xyz 0 1
O 1.546 -3.679 -1.579
O 1.658 -0.151 2.850
N 0.175 -7.242 -0.136
O 1.766 -3.242 2.329
S -2.015 -0.910 0.146
C 0.980 -3.659 -0.479
C 1.334 -0.772 1.836
C -3.069 -0.886 -1.279
C -2.420 -0.828 -2.463
C -0.980 -0.901 -2.283
C 1.353 -2.207 1.549
C -1.399 3.156 -0.900
C -0.597 -0.931 -0.940
C 1.023 -2.424 0.235
C -0.446 3.160 0.097
C -0.797 -7.215 0.778
C 0.733 -6.088 -0.491
C -1.235 -6.071 1.361
C 1.707 6.238 0.718
C 1.160 7.051 -0.300
C -0.704 -4.829 0.986
C 1.215 4.932 0.959
C 0.114 6.559 -1.109
C 0.280 -4.849 -0.022
C 0.175 4.461 0.135
C -0.435 5.266 -0.838
N -1.359 4.439 -1.459
N 1.059 -0.108 0.645
C 0.828 -1.055 -0.451
C -0.125 2.016 1.026
C 1.196 1.325 0.523
H 2.054 -2.923 3.212
H -4.133 -0.925 -1.131
H -2.964 -0.809 -3.432
H -0.235 -0.882 -3.089
H -2.062 2.362 -1.175
H -1.307 -8.144 1.033
H 1.497 -6.190 -1.243
H -2.007 -6.111 2.117
H 2.532 6.584 1.325
H 1.522 8.091 -0.358
H -1.022 -3.867 1.378
H 1.630 4.316 1.740
H -0.316 7.189 -1.870
H -1.828 4.664 -2.335
H 1.559 -0.924 -1.250
H 0.028 2.360 2.077
H -0.990 1.354 1.087
H 2.052 1.729 1.027
H 1.265 1.571 -0.557
*
```

Its energy relative to the best compared isomer or geometry (same formula, charge and spin) is 85.4 kJ/mol. The SMILES is O=C(C1=C(O)C(=O)N(CCc2c[nH]c3ccccc23)[C@@H]1c1cccs1)c1cccnc1.



So what do the calculations give for DFT total energy? Going down the list: -87088.977 -46643.602 eV.